(1)
94
Properties=species:S:1:pos:R:3:forces:R:3 method="wB97M-V/def2-TZVPD" homo_ev=-8.89 smiles="[H]/N=C(/C)C[C@@](C#N)(C[C@@H](C)F)[C@](C#N)(CC=C)NCCC.CC#N.CC#N.CC#N.CC#N.CC#N.CC#N.CC#N.CC#N" fmax_ev_per_a=12.64 energy_ev=-54561.73568
H -2.2733 -0.2997 3.8701 0.2 0.3 0.3
N -1.9608 0.1001 4.7756 5.8 -1.2 -0.6
C -0.5997 -0.0719 4.8311 -3.2 1.0 1.3
C 0.1331 0.4525 6.2406 0.8 -1.2 -1.1
C 0.3514 -0.7721 3.6956 -0.2 -0.3 1.6
C 0.4431 0.0285 2.2682 0.3 0.1 -0.8
C -0.5048 1.3670 2.1617 -5.0 7.1 2.5
N -1.2491 2.4318 2.3476 7.1 -10.2 -1.9
C 2.0333 0.4516 2.0195 1.0 0.6 -0.6
C 2.3862 1.9893 2.4681 0.5 -0.2 0.2
C 2.1549 2.3189 4.0585 -0.3 1.4 -0.6
F 3.8682 2.1588 2.2250 -2.7 -0.5 0.4
C -0.0412 -0.9628 1.0107 0.4 -0.3 0.1
C -1.6219 -1.3593 1.3676 -8.5 -1.7 2.0
N -2.8740 -1.6224 1.6807 12.0 2.5 -2.9
C 0.9346 -2.2925 0.8622 -0.6 -1.6 1.3
C 0.1691 -3.5889 0.1726 2.3 -3.6 0.1
C 0.8591 -4.9405 0.1807 -2.0 3.3 0.2
N 0.0522 -0.2024 -0.2932 -1.3 -1.1 0.0
C -1.0394 -0.5691 -1.2737 -0.2 1.5 -2.4
C -0.4748 -0.0953 -2.7751 0.3 -1.7 -0.3
C -1.6083 -0.2982 -3.9683 0.1 -0.1 0.5
H 1.3047 0.3696 6.0288 -2.6 0.4 0.7
H -0.1601 1.5508 6.5191 0.4 -2.3 -0.6
H -0.0953 -0.3266 7.1062 0.2 1.8 -1.8
H 1.4344 -0.8727 4.1881 -2.4 0.4 -1.3
H -0.0297 -1.8989 3.5937 0.6 2.6 -0.2
H 2.3502 0.3632 0.8723 -1.0 0.3 2.5
H 2.7900 -0.2519 2.5983 -1.9 1.3 -1.0
H 1.8722 2.7624 1.7312 1.0 -1.6 1.8
H 0.9978 2.2856 4.3249 2.5 -0.2 -0.6
H 2.4647 3.4626 4.2056 -0.6 -2.6 -0.3
H 2.7945 1.6635 4.7919 -1.3 1.1 -1.7
H 1.9307 -2.0146 0.2653 -2.5 -0.5 1.1
H 1.3251 -2.6883 1.9175 -0.8 0.9 -2.1
H -0.9033 -3.5754 -0.2955 2.6 0.6 0.1
H 1.3356 -5.3125 1.1826 0.0 1.1 -2.4
H 0.8631 -5.6374 -0.7851 -0.8 1.4 2.7
H 0.9560 -0.3799 -0.7990 -1.1 -0.1 1.1
H -1.2560 -1.7147 -1.3748 0.2 2.2 0.4
H -2.0173 0.0884 -1.1067 2.0 -1.7 0.1
H 0.0000 0.9758 -2.7614 -1.1 -2.0 0.1
H 0.3929 -0.8697 -3.0387 -1.6 1.7 0.6
H -1.1087 -0.6635 -4.9838 -1.1 1.0 2.3
H -2.1573 0.7293 -4.1152 0.9 -2.2 0.1
H -2.3893 -1.1360 -3.6369 1.7 1.9 -0.6
C 6.5088 2.7304 0.3615 -0.1 0.2 0.2
C 7.1215 1.7877 -0.5893 0.5 -0.8 -0.8
N 7.6056 1.0429 -1.3405 -0.8 1.2 1.2
H 6.1635 2.2231 1.2686 0.1 -0.1 -0.3
H 7.2155 3.5064 0.6741 0.1 -0.3 -0.2
H 5.6423 3.2389 -0.0745 0.1 -0.3 -0.1
C -0.0081 -7.2490 -3.6145 -0.1 -0.1 0.0
C 0.5036 -5.8950 -3.3443 0.4 1.1 0.2
N 0.9078 -4.8252 -3.1308 -0.6 -1.7 -0.4
H 0.7486 -8.0149 -3.4140 0.0 0.3 0.0
H -0.8787 -7.4840 -2.9930 0.2 0.3 0.0
H -0.3160 -7.3642 -4.6592 0.2 0.2 0.3
C -5.0877 -1.0501 4.1184 0.1 0.0 -0.2
C -5.9639 -1.4895 5.2171 -0.8 -0.4 1.0
N -6.6562 -1.8367 6.0851 1.1 0.6 -1.4
H -4.0865 -0.7904 4.4784 -0.4 -0.1 0.2
H -4.9663 -1.8312 3.3605 -0.2 0.1 0.3
H -5.4880 -0.1662 3.6104 -0.1 -0.2 0.2
C 5.3085 3.8066 -3.9884 0.1 0.1 -0.2
C 4.4323 3.3672 -2.8897 -0.7 -0.4 0.9
N 3.7399 3.0200 -2.0217 1.1 0.6 -1.4
H 6.3097 4.0663 -3.6284 -0.3 -0.1 0.1
H 5.4299 3.0255 -4.7463 -0.1 0.0 0.3
H 4.9082 4.6905 -4.4964 -0.1 -0.2 0.3
C -0.6445 -6.7090 -8.5356 0.0 0.2 -0.2
C -0.4900 -7.7019 -7.4593 0.1 -0.9 0.9
N -0.3678 -8.4863 -6.6090 -0.2 1.3 -1.5
H -0.8623 -5.7120 -8.1381 0.1 -0.3 0.1
H 0.2639 -6.6243 -9.1414 -0.1 -0.2 0.3
H -1.4626 -6.9722 -9.2145 0.1 -0.1 0.3
C -2.9086 5.2399 1.7107 0.1 -0.2 0.0
C -2.3969 6.5939 1.9808 0.4 1.2 0.2
N -1.9927 7.6637 2.1943 -0.6 -1.7 -0.3
H -2.1519 4.4740 1.9112 0.0 0.4 0.0
H -3.7792 5.0049 2.3321 0.2 0.3 -0.1
H -3.2165 5.1248 0.6660 0.1 0.3 0.2
C 1.5257 2.7879 -5.3561 0.2 0.1 0.1
C 0.3256 2.1084 -5.8721 -1.1 -0.6 -0.5
N -0.6225 1.5716 -6.2799 1.7 1.0 0.6
H 2.4449 2.2976 -5.6937 -0.3 -0.1 0.0
H 1.5745 3.8304 -5.6878 -0.2 -0.2 -0.1
H 1.5467 2.7957 -4.2611 -0.2 -0.1 -0.2
C -6.2779 3.5543 4.1941 0.0 -0.1 0.2
C -6.3013 4.4422 3.0197 -0.1 0.8 -1.0
N -6.3199 5.1437 2.0918 0.0 -1.2 1.5
H -6.7008 4.0422 5.0787 0.0 0.1 -0.3
H -6.8557 2.6401 4.0218 0.0 0.3 -0.2
H -5.2578 3.2487 4.4499 -0.1 0.2 -0.2

=====

(2)
92
Properties=species:S:1:pos:R:3:forces:R:3 method="wB97M-V/def2-TZVPD" homo_ev="-9.32 / -10.77" total_charge=+1 fmax_ev_per_a=6.35 s2=6.03 e_above_lowest_kj_mol=0.0 energy_ev=-82674.80283 spin_multiplicity=5
Ir 0.5445 1.4306 0.4205 -2.4 1.2 5.8
C -1.9238 -3.3654 0.7957 0.3 -0.1 0.5
C -2.0856 -2.8509 -0.6132 -0.2 -0.3 -0.3
C -1.0645 -3.4797 -1.5506 1.9 1.2 -0.3
C -3.4903 -3.2113 -1.0671 -0.6 0.1 1.0
O -1.8387 -1.3758 -0.6592 -0.3 -0.6 0.2
Si -2.8648 -0.1291 -0.3587 0.7 0.9 -0.8
S -1.6079 1.7370 0.1065 -1.7 -1.2 -0.2
O -3.8725 -0.4579 0.8106 -0.1 -0.2 1.5
C -4.9020 0.1123 1.6704 -1.6 -1.1 -0.5
C -6.2098 0.1321 0.8073 0.6 -2.0 0.5
C -4.5269 1.4745 2.1251 1.8 0.4 1.1
C -5.0827 -0.8926 2.8165 1.0 0.9 0.7
O -3.7944 0.3464 -1.6073 0.3 -0.6 0.1
C -3.6042 0.4732 -3.0204 0.7 1.1 -0.4
C -2.3490 1.3076 -3.3181 -0.7 0.8 0.3
C -4.8211 1.2233 -3.4997 0.0 0.7 -1.5
C -3.5328 -0.8569 -3.7117 0.4 -1.1 -0.1
H -1.8431 -4.4802 0.7924 -0.1 0.9 0.1
H -2.7655 -3.0477 1.4304 0.2 -0.2 -0.2
H -1.0175 -2.9196 1.1994 0.1 -0.3 0.2
H -1.1590 -4.5523 -1.6781 -0.2 -0.1 0.2
H -0.0019 -3.2508 -1.2247 -1.1 -0.5 0.1
H -1.0771 -3.0240 -2.5540 -0.5 -0.1 0.2
H -3.7190 -4.2973 -0.9984 0.5 0.6 -0.1
H -3.6344 -2.8585 -2.0642 -0.4 0.0 -0.6
H -4.1894 -2.7279 -0.3558 0.1 -0.1 -0.6
H -5.8984 0.2257 -0.2134 0.0 -0.1 -0.7
H -6.8503 0.9514 0.9954 -0.7 0.9 0.6
H -6.7959 -0.8380 0.9444 0.8 1.3 -0.3
H -4.2653 2.0684 1.2761 0.1 0.6 -0.6
H -3.5997 1.4727 2.7897 -1.2 -0.1 -0.7
H -5.3257 1.9859 2.6430 -0.3 -0.1 0.2
H -5.1468 -1.8700 2.3597 -0.4 -0.4 0.2
H -5.9326 -0.6505 3.5014 0.5 -0.2 -0.8
H -4.1579 -0.8659 3.4383 -0.5 -0.1 -0.3
H -2.3407 2.1789 -2.6509 0.0 -0.1 -0.2
H -2.4152 1.6758 -4.3409 0.2 -0.1 -0.1
H -1.4103 0.7991 -3.1799 0.3 -0.5 0.1
H -4.9975 2.1528 -2.9711 0.4 0.3 0.0
H -5.7256 0.6849 -3.3987 -0.9 -1.0 0.5
H -4.7812 1.3985 -4.6022 0.3 0.2 0.8
H -2.6725 -1.4605 -3.3802 -0.1 0.4 -0.1
H -3.4931 -0.8237 -4.8228 -0.2 0.3 0.8
H -4.4066 -1.3984 -3.3780 -0.4 -0.4 -0.3
C 3.1440 -0.4716 4.0543 0.1 -0.5 -1.6
Si 1.5179 -0.2802 3.1285 0.9 1.7 -0.8
C 0.1272 0.0575 4.3584 0.9 -1.7 -0.9
C 1.4346 -1.5987 1.7688 -0.1 -1.4 0.6
N 1.7090 1.3021 2.0200 -0.8 -2.2 1.3
C 2.8318 2.0596 2.2329 0.6 1.0 0.0
C 2.9131 2.9817 3.3166 2.4 -0.7 -1.2
C 4.1830 3.6155 3.5654 -2.3 0.2 0.3
C 5.1893 3.5263 2.6410 1.1 -0.8 0.0
C 5.0663 2.6027 1.5563 1.7 0.5 0.1
C 3.9227 1.8873 1.3131 0.5 0.7 2.1
O 3.8681 0.8755 0.4038 -1.1 0.2 0.1
C 4.9451 0.5408 -0.3603 2.5 -0.5 -1.2
C 5.1885 1.1548 -1.6192 -1.6 -0.4 0.9
C 6.0607 0.6209 -2.5403 2.0 -0.7 0.3
C 7.0074 -0.3440 -2.0764 -0.7 0.5 -0.3
C 6.8331 -0.8824 -0.7965 0.8 0.1 -0.7
C 5.8455 -0.4642 0.0678 -1.7 0.9 0.2
H 3.1175 -1.1411 4.8700 -0.5 -0.7 1.2
H 3.6037 0.4238 4.3881 0.1 1.1 0.4
H 3.8913 -0.9423 3.4106 0.0 0.1 -0.4
H 0.6211 0.1263 5.3127 0.1 0.1 0.5
H -0.5078 -0.8454 4.3782 -0.3 0.8 0.1
H -0.3261 0.9904 4.1142 -0.8 0.4 -0.1
H 0.9075 -2.5114 2.1493 0.5 0.5 0.0
H 2.4527 -1.9638 1.4282 -1.1 0.8 0.3
H 0.7918 -1.3369 0.9265 0.2 0.3 -0.1
H 2.0762 3.1394 3.9730 -0.2 -0.2 0.1
H 4.2680 4.1916 4.5009 0.1 -0.1 -0.7
H 6.1616 4.0301 2.8797 -1.0 -0.6 -0.6
H 5.9835 2.3133 0.9913 -0.8 0.6 0.3
H 4.5842 2.0148 -1.8742 -0.2 -0.1 -0.1
H 6.1097 0.9763 -3.5829 0.1 0.1 0.8
H 7.9044 -0.6024 -2.6771 -1.0 -0.1 0.3
H 7.5103 -1.6602 -0.4869 0.2 0.0 0.2
H 5.7289 -0.8582 1.0838 0.1 -0.1 -0.5
I 1.7991 3.6072 -0.5971 0.1 0.3 -1.2
C 1.8171 1.9033 -1.8877 0.2 -0.9 0.6
C 2.2983 1.8203 -3.1737 -0.4 0.4 0.4
C 2.1903 0.5696 -3.7652 -0.9 -0.2 1.8
C 1.7018 -0.5206 -3.0385 0.3 -0.3 -0.7
C 1.3590 -0.3958 -1.7056 -0.5 0.7 -1.2
N 1.3427 0.8298 -1.1649 3.1 -0.3 -4.9
H 2.6708 2.7050 -3.6993 -0.2 -0.4 0.2
H 2.3673 0.4879 -4.7803 0.6 -0.4 -1.9
H 1.5366 -1.4732 -3.5472 0.3 0.3 0.2
H 0.8995 -1.2077 -1.1634 0.1 0.0 0.3

=====

(3)
99
Properties=species:S:1:pos:R:3:forces:R:3 method="wB97M-V/def2-TZVPD" homo_ev=-8.62 smiles="C#CCc1c(N)c2c(c(B(C)O)c1Cl)C(=O)NC2=O.CCOC(C)=O.CCOC(C)=O.CCOC(C)=O.CCOC(C)=O.CCOC(C)=O" fmax_ev_per_a=1.97 energy_ev=-76791.03918
C 5.6066 -2.3333 3.2290 -0.4 -0.4 -0.3
C 4.9908 -1.7625 2.3635 -0.3 0.3 0.0
C 4.1308 -1.1813 1.2756 0.2 -1.3 0.5
C 2.8703 -2.0650 1.1497 0.5 0.5 0.1
C 3.0520 -3.3762 0.6165 -0.9 -0.3 0.1
N 4.2839 -3.9010 0.2511 -0.1 0.8 0.0
C 1.8941 -4.1573 0.4639 -1.7 0.3 0.2
C 0.6118 -3.6558 0.8303 1.2 -0.6 0.0
C 0.4117 -2.3816 1.3953 0.2 0.0 0.4
B -1.0456 -1.8911 1.8138 -0.9 0.6 0.5
C -1.5525 -0.3732 1.7201 1.1 -0.6 -0.2
O -1.9935 -2.8140 2.3005 1.0 0.5 -0.9
C 1.5981 -1.5904 1.5414 0.3 -1.2 -0.6
Cl 1.5338 0.0288 2.2207 -0.1 -0.6 -0.1
C -0.3729 -4.7726 0.4664 -0.4 0.1 -0.8
O -1.5383 -4.9273 0.6907 0.0 0.5 -0.1
N 0.3210 -5.7598 -0.3317 0.9 0.5 1.0
C 1.7023 -5.5749 -0.0658 1.3 1.5 0.1
O 2.6045 -6.3606 -0.1686 -0.5 -0.4 -0.6
H 6.0175 -2.9970 3.9737 0.1 0.6 -0.3
H 4.7273 -1.2351 0.3455 -0.5 0.1 0.3
H 3.8905 -0.1260 1.4126 0.1 -0.5 0.2
H 5.0471 -3.2435 0.3566 0.0 -0.2 0.0
H 4.2780 -4.3441 -0.6594 0.0 -0.3 0.3
H -0.9063 0.2298 1.0544 -0.6 -0.1 0.3
H -1.3903 0.0365 2.7437 -0.3 -0.1 -0.5
H -2.6153 -0.3038 1.4497 0.4 0.1 0.2
H -2.6115 -2.9241 1.5603 -0.3 -0.2 0.6
H 0.0609 -5.7975 -1.3103 -0.2 -0.4 0.2
C 4.0352 -4.1888 8.6710 0.0 -0.1 -0.2
C 4.4643 -2.7748 9.0011 -0.2 -0.2 -0.1
O 5.4131 -2.2844 8.0497 0.4 0.2 0.3
C 5.0729 -1.6967 6.8836 -0.3 -0.1 -0.3
C 3.6524 -1.8142 6.3902 -0.3 0.4 0.3
O 5.9180 -1.1585 6.2247 0.2 -0.1 0.2
H 3.5329 -4.2464 7.7047 -0.1 0.1 0.1
H 3.3565 -4.5739 9.4337 0.0 0.0 0.0
H 4.9044 -4.8460 8.6140 0.0 0.1 0.1
H 3.6164 -2.0937 9.0921 0.0 0.0 -0.1
H 4.9739 -2.7667 9.9643 0.1 0.1 -0.1
H 3.5694 -2.6861 5.7418 0.0 0.0 0.0
H 3.4180 -0.9196 5.8158 0.2 -0.1 -0.2
H 2.9119 -1.8732 7.1852 0.0 -0.2 0.0
C 3.9112 1.4835 -4.0872 0.3 -0.4 0.0
C 3.9848 2.4759 -2.9483 0.1 -0.1 -0.4
O 3.9994 1.8140 -1.6753 -0.3 0.2 0.3
C 5.1047 1.3520 -1.0789 0.1 -0.2 -0.2
C 6.3758 1.2288 -1.8792 0.3 0.5 0.1
O 5.0436 0.9709 0.0631 0.1 0.7 -0.5
H 4.7851 0.8284 -4.1152 0.1 0.2 0.0
H 3.8405 2.0014 -5.0447 0.0 0.0 0.0
H 3.0416 0.8433 -3.9754 0.0 0.2 0.0
H 4.8344 3.1554 -3.0427 0.1 -0.1 0.1
H 3.0890 3.0961 -2.9513 0.0 -0.1 0.2
H 6.4326 0.2292 -2.3091 0.0 0.0 0.0
H 7.2175 1.3761 -1.2040 -0.1 -0.2 0.1
H 6.4759 1.9742 -2.6644 -0.1 -0.2 -0.1
C -6.0960 1.0722 -2.5084 0.1 0.2 -0.1
C -6.2535 0.2574 -1.2415 -0.1 0.2 -0.2
O -5.1230 0.4148 -0.3812 0.2 -0.5 0.1
C -4.9967 1.4208 0.5144 -0.1 0.6 0.1
C -5.9208 2.6033 0.4160 -0.4 -0.3 0.3
O -4.1031 1.3818 1.3157 -0.1 -0.2 -0.2
H -6.0359 2.1416 -2.2981 -0.1 0.0 0.1
H -6.9358 0.9017 -3.1840 0.0 0.0 0.0
H -5.1728 0.7989 -3.0237 -0.1 -0.1 0.0
H -7.1802 0.4866 -0.7135 0.0 0.1 0.0
H -6.2938 -0.8020 -1.4945 0.1 0.0 0.1
H -5.4596 3.3682 -0.2075 -0.1 -0.1 0.1
H -6.0718 3.0024 1.4175 0.2 0.1 0.0
H -6.9093 2.3599 0.0312 0.1 0.1 -0.2
C -0.8847 -1.9289 -1.9937 0.0 -0.1 -0.2
C -0.4393 -0.5268 -1.6383 -0.2 -0.2 0.0
O 0.4722 -0.0064 -2.6156 0.4 0.2 0.2
C 0.0956 0.6149 -3.7417 -0.2 -0.2 -0.2
C -1.3411 0.5202 -4.1891 -0.3 0.5 0.2
O 0.9275 1.1704 -4.4107 -0.2 0.0 0.1
H -1.4283 -1.9567 -2.9398 -0.1 0.1 0.1
H -1.5315 -2.3369 -1.2146 0.0 0.0 0.0
H -0.0188 -2.5849 -2.1075 0.0 0.0 0.1
H -1.2808 0.1520 -1.4899 0.0 0.0 -0.1
H 0.1103 -0.5497 -0.6992 0.2 0.1 -0.2
H -1.4510 -0.3305 -4.8608 0.0 0.0 0.0
H -1.5901 1.4343 -4.7262 0.2 -0.1 -0.2
H -2.0532 0.4392 -3.3704 0.0 -0.2 0.0
C -6.6475 5.6373 -5.2430 0.0 -0.2 0.0
C -6.5564 6.6484 -4.1199 0.1 -0.1 -0.3
O -6.5548 6.0048 -2.8403 -0.3 0.2 0.3
C -5.4499 5.5340 -2.2392 0.2 -0.2 -0.2
C -4.1826 5.3874 -3.0423 0.3 0.5 0.1
O -5.5111 5.1674 -1.0952 -0.2 0.3 -0.2
H -5.7879 4.9660 -5.2572 0.1 0.1 0.0
H -6.7064 6.1394 -6.2096 0.0 0.0 0.0
H -7.5335 5.0122 -5.1205 0.0 0.1 0.0
H -5.6947 7.3095 -4.2241 0.0 -0.1 0.0
H -7.4399 7.2855 -4.1337 0.0 -0.1 0.2
H -4.1390 4.3822 -3.4611 0.0 0.0 0.0
H -3.3372 5.5322 -2.3715 -0.1 -0.2 0.1
H -4.0754 6.1229 -3.8362 -0.1 -0.2 -0.1